Entry from the Open Molecules 2025 dataset: a cluster of 2 separate species, C23H39NO3 in total (ωB97M-V with the def2-TZVPD basis set).

Structure (XYZ):
```
66
Properties=species:S:1:pos:R:3:nbo_charge:R:1
C 3.16857 -3.01563 -0.35971 -0.647
C 1.91202 -2.81604 0.71467 -0.410
C 2.29707 -1.62249 1.80072 -0.417
C 2.18809 -0.18165 0.97684 -0.423
C 3.40145 0.80500 1.53753 -0.412
C 3.48474 2.24980 0.72108 -0.422
C 3.08569 3.55309 1.63142 -0.410
C 1.48239 3.88530 1.70932 -0.420
C 0.69078 3.83398 0.27263 -0.420
C -0.92748 4.02845 0.64015 -0.412
C -1.76736 3.53337 -0.69900 -0.413
C -2.12636 1.94719 -0.45570 -0.421
C -3.07335 1.28996 -1.62126 -0.423
C -2.88525 -0.33866 -1.61821 -0.406
C -2.53576 -0.99713 -0.15821 -0.472
C -3.70080 -0.82253 0.98187 -0.018
C -5.06798 -1.37586 0.67701 -0.262
C -6.22235 -1.24726 1.83715 0.479
O -7.44412 -1.74850 1.55338 -0.532
C -6.00492 -0.60204 3.33798 -0.245
C -4.65678 -0.02814 3.63513 -0.244
C -3.47445 -0.12011 2.47026 0.485
O -2.26183 0.37839 2.79984 -0.534
H 4.20908 -2.70872 0.09436 0.195
H 3.16647 -4.16015 -0.68716 0.212
H 2.91646 -2.39768 -1.32481 0.248
H 1.67808 -3.85132 1.23852 0.200
H 0.97705 -2.54217 0.05871 0.203
H 3.38319 -1.74588 2.23932 0.207
H 1.49360 -1.69163 2.66134 0.213
H 1.17896 0.38209 1.22988 0.208
H 2.26086 -0.33894 -0.20042 0.214
H 3.39080 0.93466 2.71001 0.210
H 4.40998 0.21537 1.29715 0.198
H 4.63979 2.37814 0.44763 0.208
H 2.92409 2.16328 -0.30232 0.211
H 3.43148 3.32591 2.75133 0.209
H 3.67000 4.48111 1.21755 0.209
H 0.87871 3.19968 2.45404 0.212
H 1.39317 5.01146 2.09391 0.208
H 0.94406 4.74684 -0.44714 0.209
H 0.83899 2.79915 -0.28630 0.206
H -1.16669 3.27265 1.53065 0.208
H -1.19418 5.11578 0.98033 0.215
H -2.75659 4.14958 -0.88573 0.210
H -1.03016 3.61768 -1.63028 0.202
H -2.74509 1.88037 0.56222 0.213
H -1.08116 1.38533 -0.34324 0.211
H -4.19958 1.62193 -1.53575 0.216
H -2.66710 1.69128 -2.66937 0.209
H -1.95246 -0.56736 -2.32594 0.223
H -3.80523 -0.87888 -2.14960 0.213
H -2.42615 -2.17158 -0.34151 0.241
H -1.48489 -0.66449 0.28667 0.261
H -5.27302 -1.90450 -0.37185 0.265
H -6.85759 -0.57467 4.17264 0.267
H -4.40982 0.49335 4.67826 0.263
O 2.18663 -3.45779 -2.85613 -0.631
C 2.55847 -4.00388 -3.88854 0.675
N 1.95658 -5.14021 -4.33519 -0.823
C 3.68424 -3.48095 -4.73302 -0.710
H 2.22705 -5.62544 -5.17838 0.395
H 1.19478 -5.51203 -3.78255 0.405
H 4.59797 -3.45463 -4.13294 0.245
H 3.43724 -2.47096 -5.07131 0.244
H 3.85995 -4.11030 -5.60995 0.206
```

Net charge: 0
Orbital gap: 8.06 eV
SMILES string: CCCCCCCCCCCCCCCC1=CC(=O)C=CC1=O.CC(N)=O
Energy relative to the best compared isomer or geometry (same formula, charge and spin): 294.2 kcal per mole
Largest force on an atom: 8.1 eV/A

Entry from the Open Molecules 2025 dataset: a cluster of 3 separate species, C5H15N2O in total (ωB97M-V with the def2-TZVPD basis set).

Structure (XYZ):
```
23
Properties=species:S:1:pos:R:3:nbo_charge:R:1
C -2.50174 1.07297 0.97470 -0.745
C -2.23185 0.68075 -0.41603 0.306
C -2.14627 -0.65750 -0.82301 -0.371
C -2.14244 -1.82092 -0.11230 -0.062
N 2.38948 0.89791 -1.34575 -0.892
C 3.26980 0.62210 -0.18703 -0.050
N 2.60020 0.80397 1.07582 -0.834
H -3.49894 1.54217 1.02107 0.306
H -2.76132 0.20762 1.59985 0.236
H -1.78489 1.71590 1.49134 0.317
H -2.43043 1.43891 -1.16609 0.244
H 1.67379 0.21828 -1.52091 0.348
H 3.53225 -0.41999 -0.25088 0.164
H -2.12276 -0.78142 -1.90751 0.255
H -2.38459 -1.78623 0.93528 0.230
H -2.15482 -2.74426 -0.67491 0.253
H 2.82854 1.24507 -2.18371 0.374
H 4.12917 1.27912 -0.30416 0.190
H 2.20922 1.73067 1.14217 0.349
H 1.85029 0.13407 1.16310 0.363
H 1.02349 -2.37901 0.78045 0.495
H -0.12840 -1.51694 0.19622 0.444
O 0.78223 -1.48325 0.51229 -0.920
```

Net charge: +1
Orbital gap: 3.33 eV
Energy relative to the best compared isomer or geometry (same formula, charge and spin): 112.1 kcal per mole
Largest force on an atom: 2.4 eV/A

Entry from the Open Molecules 2025 dataset: a structure of composition C37H64CsF6GeN5O3P (ωB97M-V with the def2-TZVPD basis set).

Structure (XYZ):
```
118
Properties=species:S:1:pos:R:3:mulliken_charge:R:1
Cs 0.86994 1.61665 -0.40482 0.401
C 1.39375 5.01335 -0.93759 -1.130
C 1.70017 5.02805 0.56364 1.369
C 0.54137 5.62543 1.34742 -1.402
C 2.98403 5.80586 0.82587 -1.880
O 1.84702 3.67409 1.03858 0.073
Ge 3.35397 2.70224 1.20928 -0.057
O 3.44615 2.04445 -0.47682 0.144
C 4.55569 1.38229 -1.09990 0.892
C 5.83510 2.17820 -0.87531 -1.845
C 4.67876 -0.02431 -0.52569 -1.053
C 4.21408 1.34012 -2.58236 -1.179
O 2.64833 1.27559 1.99194 0.475
C 2.50226 1.05017 3.40906 1.572
C 1.01786 1.18869 3.72491 -1.096
C 3.31506 2.07917 4.18627 -2.021
C 3.01747 -0.34789 3.69121 -1.526
H 1.39543 6.03124 -1.32534 0.478
H 0.41728 4.57876 -1.16467 0.282
H 2.16049 4.44409 -1.46616 0.141
H 0.38832 6.66564 1.06233 0.416
H 0.74450 5.58244 2.41712 0.353
H -0.37944 5.07715 1.14744 0.129
H 2.86524 6.85115 0.54337 0.504
H 3.81090 5.39699 0.23991 0.379
H 3.24550 5.76388 1.88437 0.385
H 6.08461 2.21923 0.18734 0.391
H 5.71726 3.19729 -1.24439 0.373
H 6.67381 1.71705 -1.39532 0.468
H 4.86207 0.00677 0.54906 0.218
H 5.50060 -0.56081 -0.99971 0.502
H 3.75541 -0.58550 -0.68657 0.107
H 4.10871 2.34918 -2.97924 0.375
H 3.27239 0.81430 -2.74439 -0.034
H 4.99923 0.82823 -3.13844 0.474
H 0.66117 2.17673 3.43002 0.134
H 0.84475 1.06222 4.79427 0.514
H 0.44123 0.42877 3.19719 -0.010
H 2.95334 3.09141 3.98717 0.434
H 4.37149 2.01733 3.91794 0.433
H 3.22871 1.90411 5.25753 0.495
H 2.45787 -1.08089 3.12691 0.130
H 2.91412 -0.58560 4.74956 0.419
H 4.07084 -0.42652 3.41869 0.383
C -1.98625 -3.50196 4.82600 -1.339
C -0.79741 -3.82727 3.96823 1.342
C 0.07920 -4.84841 4.30503 -0.833
C 1.17404 -5.14192 3.50744 -0.891
C 1.40579 -4.39843 2.36266 -1.080
C 0.55473 -3.36284 1.99576 1.099
C 0.87936 -2.49712 0.81495 0.237
C -0.55694 -3.09722 2.80024 -0.638
N -1.42199 -2.01421 2.51673 0.033
C -2.39309 -2.17943 1.72577 0.408
C -2.77690 -3.44528 1.02465 -1.253
C -3.26708 -0.98347 1.46295 0.392
C -4.10681 -0.52707 2.61570 -1.658
N -3.25077 -0.52656 0.28843 0.775
C -3.99051 0.62692 -0.04736 -0.393
C -3.65042 1.91589 0.37945 1.844
C -2.54676 2.25417 1.34892 -1.271
C -4.37220 2.98887 -0.13996 -0.932
C -5.40707 2.80630 -1.03465 -1.132
C -5.73341 1.52324 -1.44419 -0.938
C -5.02632 0.43313 -0.97409 1.168
C -5.33345 -0.94089 -1.48623 -1.312
H -1.91935 -4.00653 5.78775 0.469
H -2.91874 -3.81317 4.34949 0.224
H -2.05886 -2.42664 4.99522 0.297
H -0.10202 -5.41935 5.20630 0.433
H 1.84663 -5.94166 3.78166 0.423
H 2.26938 -4.61097 1.74558 0.480
H 1.53081 -3.02586 0.11812 0.519
H 1.40721 -1.59320 1.14602 -0.329
H -0.00489 -2.17281 0.27692 -0.456
H -2.05865 -4.24319 1.20202 0.490
H -2.86006 -3.24231 -0.04323 0.032
H -3.76330 -3.76763 1.36492 0.401
H -3.46928 -0.08423 3.38330 0.251
H -4.60037 -1.38798 3.06833 0.471
H -4.85527 0.19873 2.29889 0.440
H -1.87870 1.42626 1.57226 -0.200
H -2.97190 2.60619 2.29235 0.531
H -1.95192 3.07682 0.94884 0.046
H -4.10111 3.99099 0.16865 0.472
H -5.95278 3.65665 -1.41830 0.432
H -6.53616 1.36694 -2.15301 0.411
H -6.29159 -0.95509 -2.00223 0.497
H -5.35446 -1.68748 -0.69219 0.239
H -4.56045 -1.23578 -2.19967 0.056
C 1.41549 -3.09204 -4.93630 -1.142
N 0.78168 -2.55849 -3.73614 0.335
C 1.61420 -1.67577 -2.94237 -1.038
C -0.51880 -2.60356 -3.50049 1.042
N -0.87847 -2.33556 -2.20272 -0.133
N -1.42135 -3.00585 -4.39024 0.126
C -2.73669 -3.44179 -3.91676 -1.306
C -1.28190 -2.93052 -5.84097 -1.204
H 2.45925 -3.27478 -4.69508 0.321
H 1.38220 -2.38705 -5.76813 0.419
H 0.95601 -4.03741 -5.22165 0.400
H 2.57646 -2.14595 -2.75507 0.567
H 1.12074 -1.40776 -2.01355 -0.261
H 1.75145 -0.76029 -3.52084 0.558
H -1.80509 -1.90846 -2.13745 -0.317
H -2.65011 -4.00573 -2.98961 0.378
H -3.16472 -4.09899 -4.66912 0.468
H -3.40330 -2.58921 -3.77990 0.438
H -0.54100 -2.18627 -6.12402 0.385
H -2.24056 -2.60000 -6.23646 0.449
H -1.03648 -3.90009 -6.27558 0.337
F -0.95586 0.42521 -1.47582 -0.201
P -1.20624 1.21801 -2.91481 1.096
F -0.68622 -0.12388 -3.69782 -0.309
F -1.38455 1.98766 -4.29149 -0.414
F -2.69892 0.65624 -2.94722 -0.272
F -1.62242 2.51665 -2.05640 -0.235
F 0.36855 1.70372 -2.83013 -0.352
```

Net charge: +1
Orbital gap (spin up / spin down): 4.80 / 5.75 eV
Energy relative to the best compared isomer or geometry (same formula, charge and spin): 26.0 kcal per mole
Largest force on an atom: 2.3 eV/A

Entry from the Open Molecules 2025 dataset: an isolated molecule of C3H4ClN3 (ωB97M-V with the def2-TZVPD basis set).

Structure (XYZ):
```
11
Properties=species:S:1:pos:R:3:nbo_charge:R:1
C -0.68295 1.47340 0.15930 0.135
C -0.46071 -0.62689 0.00829 0.363
C 0.99699 0.13800 -0.28510 -0.110
N -1.32348 0.31962 0.20281 -0.503
N 0.65872 1.40458 -0.07726 -0.517
N -0.62254 -1.95783 0.07549 -0.842
Cl 2.52473 -0.58824 -0.07028 0.009
H -1.22009 2.29599 0.05946 0.181
H 1.35157 2.23013 -0.16325 0.441
H 0.33346 -2.36137 -0.04660 0.420
H -1.55570 -2.32739 0.13714 0.422
```

Net charge: 0
Orbital gap: 7.72 eV
SMILES string: Nc1nc[nH]c1Cl
Energy relative to the best compared isomer or geometry (same formula, charge and spin): 44.1 kcal per mole
Largest force on an atom: 6.4 eV/A

Entry from the Open Molecules 2025 dataset: an isolated molecule of C4H4O2S2 (ωB97M-V with the def2-TZVPD basis set).

Structure (XYZ):
```
12
Properties=species:S:1:pos:R:3:nbo_charge:R:1
C -0.32856 -0.98426 -1.25181 0.211
C 0.54312 -0.23811 -0.25888 -0.452
C 0.10421 -0.13381 1.17224 -0.517
C 0.30872 1.38259 1.13363 0.508
H -1.05785 0.71816 -1.64362 0.447
H 1.56587 -0.77788 -0.16448 0.275
H 0.63358 -0.86182 1.92822 0.268
H -0.99445 -0.20835 1.47473 0.277
O -1.42764 -0.26564 -1.70867 -0.672
O 0.38108 2.44420 1.74985 -0.483
S -0.08387 -2.56219 -1.70536 -0.027
S 0.35578 1.48710 -0.72584 0.165
```

Net charge: 0
Orbital gap: 8.79 eV
SMILES string: O=C1C[C@@H](C(O)=S)S1
Energy relative to the best compared isomer or geometry (same formula, charge and spin): 40.0 kcal per mole
Largest force on an atom: 5.1 eV/A

Entry from the Open Molecules 2025 dataset: a cluster of 7 separate species, C14H28Br14 in total (ωB97M-V with the def2-TZVPD basis set).

Structure (XYZ):
```
56
Properties=species:S:1:pos:R:3:nbo_charge:R:1
Br -17.04288 -9.08977 5.26763 -0.009
C -15.45724 -8.94032 4.08945 -0.467
C -15.22786 -7.56905 3.43356 -0.404
Br -13.76466 -7.76206 2.04432 -0.036
H -15.44672 -9.79970 3.41903 0.239
H -14.56110 -9.13638 4.67815 0.230
H -14.89499 -6.76469 4.08953 0.228
H -16.14442 -7.19886 2.97423 0.212
Br -13.60094 -11.66406 5.21362 -0.041
C -12.33172 -11.95657 3.69491 -0.416
C -11.44184 -10.68379 3.72082 -0.402
Br -10.04465 -10.84285 2.23867 -0.070
H -12.95085 -12.14816 2.81852 0.235
H -11.73846 -12.81556 4.00838 0.236
H -10.90509 -10.61657 4.66713 0.226
H -11.84291 -9.69344 3.50531 0.239
Br -16.27449 -14.04972 -3.68561 -0.024
C -16.67739 -12.10463 -3.60689 -0.447
C -18.14157 -11.66893 -3.55746 -0.427
Br -18.13704 -9.67363 -3.64649 -0.011
H -16.21184 -11.64461 -4.47852 0.227
H -16.14646 -11.67388 -2.75796 0.225
H -18.64261 -11.94353 -2.62921 0.225
H -18.77889 -12.10461 -4.32694 0.228
Br -19.58456 -11.32399 0.28607 -0.057
C -17.97863 -11.38661 1.49001 -0.414
C -16.94978 -12.35046 0.94403 -0.453
Br -15.77972 -12.78584 2.46117 -0.007
H -18.33972 -11.82322 2.42117 0.227
H -17.63875 -10.36705 1.67184 0.242
H -16.40656 -11.78866 0.18417 0.229
H -17.39860 -13.28822 0.61651 0.241
Br -20.41386 -6.80024 -2.04386 -0.030
C -21.19815 -8.51449 -1.39188 -0.443
C -22.47738 -8.83194 -2.15192 -0.406
Br -22.06913 -9.60380 -4.00508 -0.043
H -21.40766 -8.48705 -0.32256 0.231
H -20.53775 -9.37589 -1.49177 0.242
H -23.14238 -7.97386 -2.24966 0.228
H -23.01201 -9.52941 -1.50709 0.223
Br -13.78383 -10.15170 -1.22174 -0.029
C -12.44715 -11.54408 -0.80020 -0.435
C -13.25994 -12.74491 -0.25701 -0.425
Br -11.96709 -14.14908 0.42056 -0.033
H -11.76699 -11.17823 -0.03101 0.238
H -11.90964 -11.75672 -1.72430 0.227
H -13.90440 -13.12561 -1.04937 0.228
H -13.88210 -12.35467 0.54843 0.221
Br -17.17544 -8.34413 0.02535 -0.060
C -17.27204 -6.38368 0.47281 -0.398
C -17.13457 -5.60997 -0.82756 -0.463
Br -17.27597 -3.71416 -0.42412 0.000
H -16.42804 -6.23575 1.14652 0.222
H -18.22585 -6.17796 0.95864 0.228
H -17.80270 -5.86513 -1.65011 0.246
H -16.11883 -5.82011 -1.16256 0.224
```

Net charge: 0
Orbital gap: 10.26 eV
SMILES string: BrCCBr.BrCCBr.BrCCBr.BrCCBr.BrCCBr.BrCCBr.BrCCBr
Energy relative to the best compared isomer or geometry (same formula, charge and spin): 27.3 kcal per mole
Largest force on an atom: 1.9 eV/A

Entry from the Open Molecules 2025 dataset: a cluster of 9 separate species, C6H32N2O8 in total (ωB97M-V with the def2-TZVPD basis set).

Structure (XYZ):
```
48
Properties=species:S:1:pos:R:3:nbo_charge:R:1
N -0.05559 0.61803 -0.71876 -0.976
H 0.25762 -0.20281 -0.16121 0.443
H 0.62801 0.90852 -1.43191 0.436
H -0.19434 1.40135 -0.06156 0.448
H -0.96314 0.42716 -1.19404 0.459
C -1.56188 0.16453 -3.99588 -0.644
C -2.36963 -0.45270 -2.84955 -0.037
O -2.58813 0.38659 -1.75304 -0.989
H -0.70703 0.74800 -3.64947 0.193
H -2.20009 0.78524 -4.62579 0.197
H -1.12223 -0.69313 -4.51368 0.198
H -1.77771 -1.32415 -2.49916 0.106
H -3.22875 -1.03711 -3.21152 0.145
O 1.98404 0.98423 -2.52823 -0.949
H 2.36653 0.38577 -3.17944 0.491
H 2.38970 1.83972 -2.71163 0.488
O -1.59398 -0.82223 1.84766 -0.972
H -2.45556 -1.06100 1.48988 0.492
H -1.70125 0.09249 2.13453 0.494
O -0.21436 4.78239 -0.35723 -0.994
H -0.75904 4.04086 -0.68398 0.517
H -0.85726 5.48485 -0.22245 0.471
O -1.76017 2.61483 -1.53977 -1.039
H -2.24433 1.76827 -1.40732 0.505
H -1.87854 2.82950 -2.47067 0.469
O -3.21114 1.42637 1.06450 -0.987
H -2.89738 0.97239 0.26223 0.503
H -4.16443 1.46703 0.95095 0.478
O -0.16650 2.63872 1.23774 -0.977
H -0.76216 2.76407 1.98431 0.486
H 0.24161 3.50296 1.07838 0.510
C 2.50695 -0.04768 1.26737 -0.627
C 2.21336 -1.55427 1.21879 -0.074
C 2.35092 -2.35467 2.52296 -0.077
O 2.44190 -3.71903 2.17591 -0.549
C 1.84253 -4.57261 3.12087 -0.247
N 0.85651 -1.67644 0.67223 -0.864
H 2.60465 0.45737 0.30916 0.222
H 3.43052 0.19644 1.80391 0.210
H 1.76152 0.48756 1.86411 0.208
H 2.96521 -1.92763 0.51944 0.196
H 1.49067 -2.12008 3.16205 0.166
H 3.21439 -2.09913 3.14890 0.171
H 1.97937 -5.60971 2.81679 0.195
H 0.75740 -4.42218 3.04636 0.167
H 2.21090 -4.36568 4.12837 0.170
H 0.76783 -2.68431 0.54781 0.372
H 0.17251 -1.42873 1.39107 0.397
```

Net charge: 0
Orbital gap: 7.86 eV
Energy relative to the best compared isomer or geometry (same formula, charge and spin): 59.2 kcal per mole
Largest force on an atom: 2.8 eV/A

Entry from the Open Molecules 2025 dataset: a structure of composition C3H11NS (ωB97M-V with the def2-TZVPD basis set).

Structure (XYZ):
```
16
Properties=species:S:1:pos:R:3:nbo_charge:R:1
C 0.26364 -0.23759 2.04430 -0.428
N 0.28151 -0.38161 0.57771 -0.573
C -0.37614 -1.62888 0.13748 -0.428
H 0.81066 0.65059 2.33819 0.226
H -0.77280 -0.14705 2.37638 0.221
H 0.71471 -1.09478 2.52621 0.224
H 1.24685 -0.39356 0.25664 0.401
H -0.32680 0.68089 0.05768 0.274
H 0.02053 -2.49160 0.66879 0.227
H -0.21789 -1.77225 -0.93395 0.220
H -1.44806 -1.54507 0.31970 0.221
C 0.03109 1.64360 -2.19646 -0.809
S -0.90339 1.94900 -0.71625 0.430
H 1.03204 2.04486 -2.05481 0.279
H 0.09825 0.58114 -2.36961 0.242
H -0.45419 2.14229 -3.03203 0.273
```

Net charge: +1
2S+1: 2
Orbital gap (spin up / spin down): 11.54 / 6.96 eV
Energy relative to the best compared isomer or geometry (same formula, charge and spin): 10.2 kcal per mole
Largest force on an atom: 2.1 eV/A